#a
Formula: C4H12N2O
Source: the OMol25 dataset
Level of theory: the ωB97M-V functional and the def2-TZVPD basis

The geometry in ORCA input format:
```
! wB97M-V def2-TZVPD RIJCOSX def2/J DEFGRID3
* xyz 0 1
C -1.71565 -1.32158 0.08589
N -0.66336 -0.56159 0.72455
C 0.22636 0.34131 -0.00784
C 0.98431 1.19582 1.00759
C -0.55443 1.22690 -0.97638
N 1.17413 -0.43642 -0.81632
O 2.00823 -1.27671 0.00512
H -1.33132 -2.13490 -0.54712
H -2.33182 -1.76316 0.86938
H -2.35745 -0.67665 -0.51245
H -0.12776 -1.12119 1.38034
H 1.52390 0.56757 1.71291
H 1.69902 1.82792 0.48597
H 0.27990 1.81025 1.56058
H -1.35476 1.72676 -0.43768
H 0.11731 1.96307 -1.40892
H -0.98584 0.64701 -1.78887
H 0.52168 -1.13155 -1.28088
H 2.88755 -0.88285 -0.05588
*
```

The value obtained for the HOMO-LUMO gap is 9.35 eV. For the molecular weight, the calculation gives 104.2 g mol⁻¹. The LUMO energy is 1.017 eV. The SMILES is CNC(C)(C)NO.

---

#b
Formula: C4H12N2O
Source: the OMol25 dataset
Level of theory: the ωB97M-V functional and the def2-TZVPD basis

The geometry in ORCA input format:
```
! wB97M-V def2-TZVPD RIJCOSX def2/J DEFGRID3
* xyz 0 1
N 1.72573 0.19949 1.94508
C 0.54650 0.31066 1.17623
C 0.49461 -0.22512 -0.22422
N 1.82079 0.14469 -0.84496
C -0.65087 0.30567 -1.06229
C -2.06221 0.11791 -0.48737
O -2.27985 -1.35601 -0.14249
H 2.52963 0.14319 1.27962
H 1.80199 -0.62217 2.40405
H -0.30179 -0.20157 1.68778
H 0.20834 1.30008 1.06526
H 0.34522 -1.36743 -0.12367
H 1.67104 0.02959 -1.84139
H 1.78286 1.12102 -0.91671
H -0.64082 -0.35203 -1.96513
H -0.40620 1.33693 -1.42060
H -2.71747 0.26422 -1.34711
H -2.30973 0.59042 0.44623
H -1.55777 -1.73955 0.37168
*
```

The value obtained for the HOMO-LUMO gap is 10.25 eV. For the molecular weight, the calculation gives 104.2 g mol⁻¹. The LUMO energy is 0.887 eV. The SMILES is NC[C@H](N)CCO.

---

#c
Formula: C4H12N2O
Source: the OMol25 dataset
Level of theory: the ωB97M-V functional and the def2-TZVPD basis

The geometry in ORCA input format:
```
! wB97M-V def2-TZVPD RIJCOSX def2/J DEFGRID3
* xyz 0 1
C -0.50395 -0.89106 2.46140
C -0.70309 0.14473 1.37231
O 0.18222 1.24376 1.59043
C -0.70882 -0.58224 0.01751
N -0.62828 0.37728 -1.06354
C 0.46485 0.11124 -2.07553
N 1.57068 0.97544 -2.01999
H 0.40299 -1.52279 2.38936
H -1.29014 -1.73936 2.37639
H -0.51362 -0.51751 3.41013
H -1.73764 0.51065 1.50864
H 0.60660 1.61426 0.82329
H 0.14104 -1.34864 0.08628
H -1.58857 -1.18104 -0.02306
H -0.65449 1.38459 -1.10940
H 0.86012 -0.96888 -2.00725
H -0.11023 0.16449 -3.12425
H 1.71161 1.49768 -2.96435
H 2.49870 0.72741 -1.64839
*
```

The value obtained for the HOMO-LUMO gap is 9.52 eV. For the molecular weight, the calculation gives 104.2 g mol⁻¹. The LUMO energy is 0.962 eV. The SMILES is C[C@@H](O)CNCN.

---

Pick #b: it beats the second-best structure by 22.7 kJ/mol.

---

#a
Formula: C4H12N2O
Source: the OMol25 dataset
Level of theory: the ωB97M-V functional and the def2-TZVPD basis

The geometry in ORCA input format:
```
! wB97M-V def2-TZVPD RIJCOSX def2/J DEFGRID3
* xyz 0 1
C 1.27686 -0.91313 0.51506
C 0.59890 0.29911 -0.13057
C 0.74948 0.29504 -1.65934
O 2.08903 -0.05267 -2.08146
N -0.82152 0.32670 0.14156
C -1.28838 0.34639 1.48084
N -2.62763 -0.20142 1.52032
H 1.63762 -0.70592 1.57030
H 0.66963 -1.84152 0.60099
H 2.23537 -1.24095 0.09293
H 1.06492 1.25495 0.26713
H 0.45200 1.24366 -2.14450
H 0.14685 -0.55553 -1.92018
H 2.69474 0.64149 -1.77042
H -1.24426 -0.48754 -0.28726
H -0.69521 -0.37161 2.10766
H -1.32415 1.29783 2.07938
H -3.29574 0.41312 1.03591
H -2.96998 -0.11434 2.56693
*
```

The value obtained for the HOMO-LUMO gap is 9.78 eV. For the molecular weight, the calculation gives 104.2 g mol⁻¹. The LUMO energy is 0.951 eV. The SMILES is C[C@@H](CO)NCN.

---

#b
Formula: C4H12N2O
Source: the OMol25 dataset
Level of theory: the ωB97M-V functional and the def2-TZVPD basis

The geometry in ORCA input format:
```
! wB97M-V def2-TZVPD RIJCOSX def2/J DEFGRID3
* xyz 0 1
C -0.36139 -2.49773 0.73075
C -0.21574 -1.63757 -0.28116
N 0.59753 -1.92787 -1.40507
C -0.98895 -0.34641 -0.39772
C -0.07440 0.86686 -0.59369
N 0.91313 1.08704 0.48465
H -0.08267 -3.51813 0.48980
H -0.73406 -2.09898 1.65340
H 0.03487 -1.98338 -2.24694
H 1.05353 -2.81658 -1.21092
H -1.53616 -0.43007 -1.34718
H -1.63061 -0.29192 0.46752
H 0.49271 0.87979 -1.50813
H -0.71564 1.74500 -0.45024
H 0.48997 1.03985 1.40493
H 1.61593 0.35540 0.52127
O 0.09926 4.08798 1.39662
H 0.70461 3.46866 1.82455
H 0.33808 4.01804 0.46756
*
```

The value obtained for the HOMO-LUMO gap is 9.64 eV. For the molecular weight, the calculation gives 104.2 g mol⁻¹. The LUMO energy is 0.870 eV. The SMILES is C=C(N)CCN.O.

---

#c
Formula: C4H12N2O
Source: the OMol25 dataset
Level of theory: the ωB97M-V functional and the def2-TZVPD basis

The geometry in ORCA input format:
```
! wB97M-V def2-TZVPD RIJCOSX def2/J DEFGRID3
* xyz 0 1
C 0.47564 -0.62956 -0.19168
C 0.84682 0.74683 -0.35753
C -1.84821 0.49302 -0.93195
C 0.86485 -1.43146 1.00672
N -0.76742 0.46020 0.04846
N -1.09103 0.81333 1.37317
O 2.71252 -0.20339 -0.74565
H 3.03790 -0.16965 -1.65302
H 0.26423 -1.17559 -1.10220
H -1.82341 0.20279 1.72642
H -1.41482 1.77694 1.39776
H 0.83862 1.19493 -1.33980
H 1.30087 1.27191 0.46945
H -2.26598 1.50186 -0.99884
H -1.45752 0.21501 -1.91011
H -2.63823 -0.20872 -0.64876
H 0.85616 -0.82673 1.91161
H 1.89501 -1.73354 0.81057
H 0.21401 -2.29820 1.13537
*
```

The value obtained for the HOMO-LUMO gap is 7.57 eV. For the molecular weight, the calculation gives 104.2 g mol⁻¹. The LUMO energy is 0.437 eV.

---

Pick #b: it beats the second-best structure by 32.2 kJ/mol.

---

#a
Formula: C4H12N2O
Source: the OMol25 dataset
Level of theory: the ωB97M-V functional and the def2-TZVPD basis

The geometry in ORCA input format:
```
! wB97M-V def2-TZVPD RIJCOSX def2/J DEFGRID3
* xyz 0 1
C -0.90194 -0.24466 -1.23608
C 0.33307 -0.00063 -1.87152
N 1.35710 0.66412 -1.37328
N -1.91065 -1.03269 -2.02413
H -1.25256 0.08361 -0.24688
H 0.43629 -0.41484 -2.90924
H 2.23277 0.33208 -1.80367
H 0.97907 0.77258 0.08002
H -2.84857 -0.63291 -1.95931
H -1.96833 -2.01678 -1.74372
H -1.63552 -0.95883 -3.00722
C 0.64011 -0.17875 1.91772
O 0.63116 0.95194 1.05633
C 0.11422 0.18832 3.29412
H 1.70383 -0.56398 2.00404
H 0.04626 -1.06009 1.45645
H 0.37389 -0.63006 3.97867
H -0.98122 0.32971 3.23217
H 0.62695 1.13826 3.62443
*
```

The value obtained for the HOMO-LUMO gap is 6.93 eV. For the molecular weight, the calculation gives 104.2 g mol⁻¹. The LUMO energy is -0.224 eV.

---

#b
Formula: C4H12N2O
Source: the OMol25 dataset
Level of theory: the ωB97M-V functional and the def2-TZVPD basis

The geometry in ORCA input format:
```
! wB97M-V def2-TZVPD RIJCOSX def2/J DEFGRID3
* xyz 0 1
C 0.42866 0.94591 -0.04877
C 0.85038 -2.10662 -0.06899
C -1.98940 -0.52321 -0.27209
C 0.55316 2.39121 0.36270
N 0.34840 -1.24331 0.97702
N 0.70443 0.02640 0.96213
O 1.03484 0.76507 -1.28623
H 0.69978 -0.04816 -1.67954
H 0.48892 0.42910 1.87024
H -0.96309 0.38875 -0.28341
H 0.80833 -1.73904 -1.09923
H 1.88784 -2.39781 0.14076
H -2.28381 -0.82548 0.72602
H -2.80211 0.04903 -0.71247
H -1.75355 -1.38287 -0.89254
H 0.23346 -3.00612 -0.05329
H 0.09044 3.00978 -0.40450
H 0.06460 2.57159 1.32028
H 1.59872 2.69578 0.44189
*
```

The value obtained for the HOMO-LUMO gap (spin up / spin down) is 7.78 / 8.00 eV. For the molecular weight, the calculation gives 104.2 g mol⁻¹. The LUMO energy (spin up / spin down) is 0.483 / 0.249 eV.

---

Pick #a: it beats the second-best structure by 125.1 kJ/mol.

---

#a
Formula: C5H11NOS
Source: the OMol25 dataset
Level of theory: the ωB97M-V functional and the def2-TZVPD basis

The geometry in ORCA input format:
```
! wB97M-V def2-TZVPD RIJCOSX def2/J DEFGRID3
* xyz 0 1
C -1.78726 1.35441 -0.82162
S -1.51420 0.24377 0.58769
C 0.11376 -0.51209 0.13665
C 0.00269 -1.27553 -1.17455
C 0.49291 -1.45330 1.27970
C 1.16741 0.59628 0.03470
N 1.15803 1.46470 1.06684
O 1.95841 0.66342 -0.87852
H -2.57042 2.04366 -0.52241
H -2.11019 0.78250 -1.68641
H -0.87217 1.89742 -1.03792
H -0.83482 -1.96860 -1.13518
H -0.12997 -0.59381 -2.01101
H 0.92010 -1.83397 -1.34643
H -0.21861 -2.27412 1.33285
H 0.48911 -0.93344 2.23499
H 1.48739 -1.85912 1.10493
H 0.42418 1.43917 1.75498
H 1.82363 2.21867 1.08073
*
```

The value obtained for the HOMO-LUMO gap is 9.55 eV. For the molecular weight, the calculation gives 133.2 g mol⁻¹. The LUMO energy is 0.749 eV. The SMILES is CSC(C)(C)C(N)=O.

---

#b
Formula: C5H11NOS
Source: the OMol25 dataset
Level of theory: the ωB97M-V functional and the def2-TZVPD basis

The geometry in ORCA input format:
```
! wB97M-V def2-TZVPD RIJCOSX def2/J DEFGRID3
* xyz 0 1
C -0.22908 0.14052 0.13059
C 0.71528 -2.05084 -0.62018
C -2.54923 1.45059 -0.06860
C 2.31576 1.31276 0.05403
C 0.35939 -1.14447 0.50349
N -1.82591 0.16793 0.16322
O -2.36635 -0.88398 0.58505
S 0.50295 1.67283 -0.18775
H -0.17069 -2.04884 -1.34451
H 0.80026 -3.03917 -0.12863
H 1.76071 -1.88457 -1.16855
H -2.07573 2.30236 0.51462
H -3.60098 1.38659 0.38237
H -2.58192 1.46273 -1.20382
H 2.88085 1.79990 0.90054
H 2.96068 1.80124 -0.69673
H 2.45973 0.26442 -0.00607
H 1.13645 -1.09005 1.25885
H -0.49219 -1.61995 0.93211
*
```

The value obtained for the HOMO-LUMO gap (spin up / spin down) is 8.28 / 7.58 eV. For the molecular weight, the calculation gives 133.2 g mol⁻¹. The LUMO energy (spin up / spin down) is 0.647 / 0.667 eV.

---

#c
Formula: C5H11NOS
Source: the OMol25 dataset
Level of theory: the ωB97M-V functional and the def2-TZVPD basis

The geometry in ORCA input format:
```
! wB97M-V def2-TZVPD RIJCOSX def2/J DEFGRID3
* xyz 0 1
O 1.06347 0.47969 2.41759
C 1.71148 0.13769 1.40131
C 1.21570 0.47320 -0.07358
C -0.07483 1.24776 -0.01506
C -0.52530 1.42776 -1.38294
S -0.68686 0.16429 -2.51538
C -1.69480 -1.03302 -1.55783
N 1.15399 -0.87662 0.41912
H 2.79971 0.08237 1.49544
H 1.96001 0.68402 -0.83401
H 0.09540 2.16589 0.53376
H -0.78275 0.63683 0.55566
H -0.63514 2.43043 -1.78239
H -1.20958 -1.24970 2.65596
H -2.31038 -1.61776 -2.23474
H -2.34513 -0.43181 -0.93048
H -1.06160 -1.66603 -0.95404
H -0.55286 -1.58924 2.76972
H 1.87948 -1.46577 0.03186
*
```

The value obtained for the HOMO-LUMO gap is 5.14 eV. For the molecular weight, the calculation gives 133.2 g mol⁻¹. The LUMO energy is -2.008 eV.

---

#d
Formula: C5H11NOS
Source: the OMol25 dataset
Level of theory: the ωB97M-V functional and the def2-TZVPD basis

The geometry in ORCA input format:
```
! wB97M-V def2-TZVPD RIJCOSX def2/J DEFGRID3
* xyz 0 1
C -0.76591 2.82506 0.43539
C 0.37597 1.85065 0.43697
N 0.11392 0.64947 -0.35424
C -0.40735 -0.46218 0.21996
O -0.69451 -0.49944 1.40052
C -0.56309 -1.66632 -0.69399
C 0.74230 -2.46462 -0.73537
S 1.22577 -3.23281 0.82400
H -0.71174 3.54295 -0.39055
H -1.74360 2.36612 0.37179
H -0.75748 3.46513 1.31946
H 1.26869 2.29698 0.00101
H 0.67598 1.53701 1.42584
H 0.28215 0.76434 -1.33757
H -1.34395 -2.29503 -0.28750
H -0.77221 -1.31334 -1.70552
H 1.54399 -1.84985 -1.12291
H 0.67771 -3.28536 -1.44138
H 0.85336 -2.22876 1.63409
*
```

The value obtained for the HOMO-LUMO gap is 9.66 eV. For the molecular weight, the calculation gives 133.2 g mol⁻¹. The LUMO energy is 0.734 eV. The SMILES is CCNC(=O)CCS.

---

Pick #a: it beats the second-best structure by 43.8 kJ/mol.

---

#a
Formula: C5H11NOS
Source: the OMol25 dataset
Level of theory: the ωB97M-V functional and the def2-TZVPD basis

The geometry in ORCA input format:
```
! wB97M-V def2-TZVPD RIJCOSX def2/J DEFGRID3
* xyz 0 1
C 0.75607 -0.23149 -1.70055
C 0.79393 -0.26342 -0.24140
C 1.93671 0.72764 0.30922
C 1.01565 -1.64919 0.45840
C -2.76366 1.02814 0.85831
N -2.42205 -0.29296 -1.68874
O -0.35412 0.33122 0.18053
S -2.03112 -0.27876 -0.25032
H 0.57248 0.69740 -2.22514
H 1.20804 -1.11870 -2.10564
H 2.88460 0.30178 0.45891
H 1.64372 1.36175 1.13891
H 2.09428 1.30531 -0.62363
H 0.17069 -2.33572 0.35328
H 0.97536 -1.37751 1.51247
H 2.07337 -1.89363 0.26267
H -3.24955 1.81701 0.22605
H -1.86818 1.23237 1.45339
H -3.43622 0.63875 1.62325
*
```

The value obtained for the HOMO-LUMO gap (spin up / spin down) is 6.77 / 9.28 eV. For the molecular weight, the calculation gives 133.2 g mol⁻¹. The LUMO energy (spin up / spin down) is -1.180 / 0.440 eV.

---

#b
Formula: C5H11NOS
Source: the OMol25 dataset
Level of theory: the ωB97M-V functional and the def2-TZVPD basis

The geometry in ORCA input format:
```
! wB97M-V def2-TZVPD RIJCOSX def2/J DEFGRID3
* xyz 0 1
C -0.59624 0.46055 -1.01170
C -0.04992 -2.71014 -0.55877
C 0.42796 2.86120 -1.08305
C -0.08028 -0.35506 0.18570
C 0.84643 -1.51112 -0.33788
N 0.64902 1.67454 -1.73498
O -1.99522 1.39624 -2.95984
S -2.02265 0.49114 -1.75806
H 0.58230 -3.60876 -1.03802
H -0.97592 -2.52575 -1.15220
H -0.50702 -3.02291 0.34001
H -0.50366 3.46558 -1.34451
H 0.33417 2.58960 -0.03602
H 1.39498 3.53762 -1.20991
H -1.02303 -0.55800 0.73646
H 0.51977 0.30662 0.79177
H 1.40089 -1.18963 -1.33095
H 1.56799 -1.94588 0.37512
H 0.23848 1.59869 -2.68992
*
```

The value obtained for the HOMO-LUMO gap is 9.37 eV. For the molecular weight, the calculation gives 133.2 g mol⁻¹. The LUMO energy is 0.050 eV.

---

Pick #b: it beats the second-best structure by 225.0 kJ/mol.